Entry 1:
The following is a DFT calculation (ωB97M-V/def2-TZVPD) of the molecule C4H9NO.

Geometry as ORCA input:
```
! RIJCOSX wB97M-V def2-TZVPD def2/J DEFGRID3
* xyz 0 1
C 0.717 -1.288 1.217
C 0.007 0.067 1.136
O -2.117 -0.742 0.065
C -1.448 -0.084 -0.711
N -0.272 0.486 -0.346
C 0.496 1.233 -1.411
H 0.066 -2.108 0.886
H 1.598 -1.251 0.578
H 1.035 -1.529 2.242
H -0.925 -0.046 1.731
H 0.560 0.873 1.610
H -1.782 0.066 -1.753
H 0.640 2.306 -1.215
H -0.059 1.203 -2.371
H 1.484 0.815 -1.658
*
```

Its SMILES is CCN(C)C=O. The HOMO energy comes out at -9.38 eV. The calculation puts the frontier orbital gap at 10.3 eV. Its LUMO energy is 0.885 eV. Its total energy is -287.781077 hartree. The value obtained for the largest force on an atom is 0.0248 Eh/bohr. The value obtained for the energy above the lowest of the compared OMol25 structures with the same formula, charge and spin is 1.398 eV.

Mulliken charges in e: C -0.96; C -0.50; O -0.58; C 0.04; N 0.10; C -0.80; H 0.29; H 0.25; H 0.33; H 0.28; H 0.37; H 0.33; H 0.29; H 0.26; H 0.29


Entry 2:
The following is a DFT calculation (ωB97M-V/def2-TZVPD) of a cluster of 7 separate species, C12H36NO9 in total.

Geometry as ORCA input:
```
! RIJCOSX wB97M-V def2-TZVPD def2/J DEFGRID3
* xyz -1 1
N -10.329 -4.812 50.638
O -10.571 -4.352 51.761
O -9.168 -4.583 50.182
O -11.146 -5.005 49.799
C -5.338 -5.834 52.292
C -6.546 -4.855 52.387
O -7.737 -5.585 52.582
H -4.376 -5.086 52.481
H -5.431 -6.452 51.376
H -5.394 -6.509 53.154
H -6.675 -4.474 51.378
H -6.501 -4.072 53.162
H -8.463 -4.987 52.347
C -7.985 -1.072 48.672
C -8.491 -1.004 50.117
O -9.708 -1.747 50.249
H -6.980 -0.873 48.398
H -8.477 -0.375 48.010
H -8.089 -1.999 48.245
H -8.490 -0.052 50.551
H -7.546 -1.482 50.835
H -9.577 -2.674 50.265
C -6.798 -7.888 48.464
C -6.997 -6.348 48.583
O -8.096 -5.889 47.953
H -7.525 -8.647 48.777
H -5.922 -8.213 49.049
H -6.455 -8.067 47.466
H -6.136 -6.034 48.279
H -7.136 -6.229 49.611
H -8.672 -5.579 48.722
C -8.454 -1.994 55.623
C -9.425 -2.150 54.427
O -9.876 -3.516 54.295
H -8.036 -1.031 55.846
H -7.322 -2.340 55.553
H -8.726 -2.455 56.574
H -8.943 -1.711 53.408
H -10.353 -1.408 54.508
H -9.915 -3.757 53.292
C -11.712 -8.716 46.729
C -11.634 -7.371 47.547
O -11.451 -7.553 48.968
H -12.430 -9.227 47.165
H -10.767 -9.189 46.847
H -12.011 -8.353 45.888
H -12.687 -6.784 47.303
H -10.863 -6.727 47.042
H -11.373 -6.741 49.372
C -15.867 -6.309 51.133
C -14.991 -5.878 49.897
O -14.167 -4.804 50.295
H -16.623 -6.813 50.520
H -16.256 -5.513 51.615
H -15.229 -6.852 51.794
H -15.662 -5.746 48.986
H -14.576 -6.729 49.601
H -13.174 -4.955 50.112
*
```

The HOMO energy comes out at -6.87 eV. The calculation puts the frontier orbital gap at 9.9 eV. Its LUMO energy is 3.058 eV. Its total energy is -1210.429950 hartree. The value obtained for the largest force on an atom is 0.1406 Eh/bohr. The value obtained for the energy above the lowest of the compared OMol25 structures with the same formula, charge and spin is 4.880 eV.

Mulliken charges in e: N 1.11; O -0.86; O -0.51; O -0.89; C -0.87; C 0.18; O -0.52; H 0.27; H 0.11; H 0.27; H 0.05; H 0.23; H 0.20; C -1.25; C -0.19; O -0.56; H 0.43; H 0.32; H 0.31; H 0.49; H 0.06; H 0.27; C -1.35; C 0.14; O -0.63; H 0.32; H 0.35; H 0.35; H 0.54; H -0.21; H 0.52; C -1.16; C 0.34; O -0.53; H 0.42; H 0.20; H 0.29; H -0.09; H 0.23; H 0.45; C -1.76; C 0.20; O -0.56; H 0.46; H 0.34; H 0.56; H 0.17; H 0.25; H 0.43; C -1.08; C -0.16; O -0.54; H 0.29; H 0.34; H 0.27; H 0.25; H 0.30; H 0.38


Entry 3:
The following is a DFT calculation (ωB97M-V/def2-TZVPD) of a structure of composition C3H3Br3S.

Geometry as ORCA input:
```
! RIJCOSX wB97M-V def2-TZVPD def2/J DEFGRID3
* xyz 0 3
C 0.693 1.640 0.515
C 0.510 1.420 -0.836
C 3.421 0.069 -0.330
S 1.164 1.942 1.944
Br 4.453 -0.483 1.271
Br 2.910 -1.400 -1.472
Br 4.392 1.389 -1.138
H 0.837 2.293 -1.494
H -0.610 1.060 -0.947
H 1.366 0.753 -1.141
*
```

The HOMO energy (alpha / beta) comes out at -6.19 / -10.34 eV. Its expectation value of S² is 2.011. The calculation puts the frontier orbital gap (alpha / beta) at 6.0 / 8.4 eV. Its LUMO energy (alpha / beta) is -0.234 / -1.951 eV. Its total energy is -8236.151290 hartree. The value obtained for the largest force on an atom is 0.0500 Eh/bohr. The value obtained for the energy above the lowest of the compared OMol25 structures with the same formula, charge and spin is 0.509 eV.

Mulliken charges in e: C 0.11; C 0.03; C -0.15; S -0.38; Br -0.05; Br 0.02; Br 0.10; H 0.25; H 0.25; H -0.17


Entry 4:
The following is a DFT calculation (ωB97M-V/def2-TZVPD) of the ion C6H10 with charge +1.

Geometry as ORCA input:
```
! RIJCOSX wB97M-V def2-TZVPD def2/J DEFGRID3
* xyz 1 2
C -1.716 -0.343 -1.488
C -0.675 -0.384 -0.396
C 0.265 0.720 -0.209
C 1.089 0.829 0.893
C 1.753 1.953 1.299
C -0.138 -1.792 -0.079
H -1.629 -0.338 0.207
H -2.665 0.165 -1.368
H -1.457 -0.589 -2.514
H 0.198 1.493 -0.964
H 1.082 -0.012 1.571
H 2.504 1.859 2.080
H 1.577 2.957 0.931
H 0.622 -2.137 -0.769
H 0.210 -1.940 0.950
H -1.020 -2.441 -0.142
*
```

The HOMO energy (alpha / beta) comes out at -13.14 / -15.27 eV. Its expectation value of S² is 0.754. The calculation puts the frontier orbital gap (alpha / beta) at 6.0 / 8.2 eV. Its LUMO energy (alpha / beta) is -7.094 / -7.040 eV. Its total energy is -234.170749 hartree. The value obtained for the largest force on an atom is 0.0470 Eh/bohr. The value obtained for the energy above the lowest of the compared OMol25 structures with the same formula, charge and spin is 2.589 eV.

Mulliken charges in e: C -1.14; C 0.54; C 0.20; C -0.08; C -0.60; C -1.26; H 0.25; H 0.34; H 0.35; H 0.46; H 0.25; H 0.28; H 0.28; H 0.37; H 0.39; H 0.39


Entry 5:
The following is a DFT calculation (ωB97M-V/def2-TZVPD) of a structure of composition C40H47BrN5NaO2SSb2.

Geometry as ORCA input:
```
! RIJCOSX wB97M-V def2-TZVPD def2/J DEFGRID3
* xyz -2 1
Na 0.273 -1.684 -0.095
C 0.556 0.246 -4.531
C -0.794 -0.393 -4.464
C -1.920 0.236 -4.983
C -3.154 -0.369 -4.817
C -3.213 -1.586 -4.164
C -2.031 -2.156 -3.708
N -0.861 -1.579 -3.872
Sb -2.089 -4.148 -2.907
C -0.300 -4.529 -1.860
C -0.067 -5.862 -1.480
C 1.065 -6.194 -0.805
C 1.964 -5.124 -0.324
C 1.746 -3.864 -1.081
C 2.823 -2.832 -1.036
N 0.647 -3.586 -1.717
C -3.230 -3.473 -1.173
C -4.577 -3.763 -0.985
C -5.162 -3.448 0.227
C -4.384 -2.859 1.208
C -3.044 -2.589 0.932
C -2.145 -1.958 1.936
N -2.504 -2.897 -0.238
H 0.651 0.886 -5.405
H 0.685 0.855 -3.635
H 1.324 -0.523 -4.535
H -1.839 1.185 -5.493
H -4.051 0.103 -5.199
H -4.155 -2.094 -4.003
H -0.799 -6.621 -1.746
H 1.268 -7.210 -0.490
H 3.023 -5.411 -0.272
H 3.788 -3.274 -1.288
H 2.598 -2.023 -1.728
H 2.882 -2.427 -0.026
H -5.147 -4.230 -1.778
H -6.207 -3.669 0.414
H -4.808 -2.624 2.175
H -2.654 -1.803 2.884
H -1.271 -2.592 2.084
H -1.785 -1.007 1.548
O 0.816 1.691 4.803
C 1.958 0.971 4.528
C 3.019 1.115 5.413
C 4.147 0.325 5.288
C 4.197 -0.636 4.292
C 3.161 -0.734 3.382
C 2.053 0.096 3.446
C 0.954 -0.082 2.388
O 1.267 -0.872 1.384
N 0.541 1.266 1.861
N -0.476 1.171 0.967
C -1.436 2.047 0.979
C -2.358 2.141 -0.071
Br -1.853 1.082 -1.622
C -3.524 2.870 -0.231
C -4.369 3.490 0.718
C -5.423 4.321 0.254
C -6.320 4.900 1.115
C -6.229 4.692 2.490
C -5.210 3.874 2.970
C -4.301 3.294 2.118
H 0.092 1.285 4.310
H 2.928 1.837 6.212
H 4.960 0.431 5.996
H 5.039 -1.311 4.229
H 3.154 -1.474 2.596
H 0.060 -0.465 2.973
H 0.386 1.983 2.582
H -1.497 2.813 1.770
H -3.884 2.929 -1.251
H -5.514 4.494 -0.812
H -7.124 5.518 0.722
H -6.948 5.138 3.166
H -5.146 3.682 4.035
H -3.547 2.634 2.520
C 4.344 1.995 -3.032
C 3.756 0.728 -2.449
Sb 2.307 0.837 -0.726
C 3.913 0.963 0.769
C 5.305 1.434 0.398
C 1.846 2.998 -0.916
C 2.845 3.981 -0.347
H 4.978 1.773 -3.897
H 4.953 2.519 -2.300
H 3.555 2.667 -3.363
H 4.560 0.066 -2.123
H 3.218 0.197 -3.234
H 3.975 -0.059 1.126
H 3.516 1.557 1.589
H 5.727 0.809 -0.386
H 5.960 1.363 1.272
H 5.308 2.470 0.065
H 0.891 3.116 -0.409
H 1.676 3.197 -1.974
H 3.047 3.753 0.699
H 2.465 5.006 -0.398
H 3.781 3.945 -0.902
S 1.406 -4.941 1.449
*
```

The HOMO energy (alpha / beta) comes out at -1.60 / 0.07 eV. The calculation puts the frontier orbital gap (alpha / beta) at 5.3 / 3.6 eV. Its LUMO energy (alpha / beta) is 3.706 / 3.695 eV. Its total energy is -5591.576501 hartree. The value obtained for the largest force on an atom is 0.0304 Eh/bohr.

Mulliken charges in e: Na 1.25; C -0.62; C 0.21; C -0.42; C -0.64; C -0.52; C 0.18; N -0.03; Sb 0.69; C -0.14; C -0.41; C -1.05; C -0.18; C 0.56; C -0.67; N -0.21; C -0.11; C -0.85; C -0.34; C -0.83; C 0.49; C -0.52; N 0.39; H 0.41; H -0.26; H 0.29; H 0.35; H 0.37; H 0.35; H 0.33; H 0.35; H 0.40; H 0.59; H 0.08; H -0.17; H 0.39; H 0.39; H 0.37; H 0.36; H 0.30; H -0.32; O -0.76; C 0.41; C -0.65; C -0.34; C -0.93; C -0.52; C 0.36; C -0.64; O -0.39; N 0.07; N 0.36; C -0.62; C 0.01; Br -0.10; C -1.30; C 0.94; C -0.70; C -0.34; C -0.48; C -0.55; C -0.39; H 0.39; H 0.42; H 0.35; H 0.40; H 0.56; H -0.16; H 0.47; H 0.51; H 0.17; H 0.29; H 0.32; H 0.33; H 0.35; H 0.38; C -1.38; C -0.84; Sb -0.04; C -0.15; C -1.40; C -0.41; C -1.19; H 0.39; H 0.20; H 0.27; H 0.56; H 0.45; H 0.25; H 0.38; H 0.28; H 0.43; H 0.15; H 0.25; H 0.45; H 0.26; H 0.39; H 0.17; S -0.50


Entry 6:
The following is a DFT calculation (ωB97M-V/def2-TZVPD) of the molecule C4H9NO.

Geometry as ORCA input:
```
! RIJCOSX wB97M-V def2-TZVPD def2/J DEFGRID3
* xyz 0 1
C 2.221 -0.311 0.133
C 0.941 0.408 -0.274
C -0.252 -0.060 0.527
O -0.225 -0.889 1.395
N -1.541 0.589 0.216
C -2.655 -0.283 -0.492
H 2.174 -1.372 -0.122
H 3.086 0.130 -0.370
H 2.378 -0.237 1.212
H 1.043 1.489 -0.101
H 0.733 0.296 -1.345
H -1.417 1.419 -0.362
H -2.206 -0.519 -1.472
H -2.610 -1.211 0.100
H -1.969 0.880 1.094
*
```

The HOMO energy comes out at -6.97 eV. The calculation puts the frontier orbital gap at 7.4 eV. Its LUMO energy is 0.432 eV. Its total energy is -287.693536 hartree. The value obtained for the largest force on an atom is 0.0128 Eh/bohr. The value obtained for the energy above the lowest of the compared OMol25 structures with the same formula, charge and spin is 3.780 eV.

Mulliken charges in e: C -1.20; C -0.31; C 0.39; O -0.51; N -0.20; C -0.84; H 0.31; H 0.36; H 0.30; H 0.34; H 0.33; H 0.34; H 0.14; H 0.21; H 0.33


Entry 7:
The following is a DFT calculation (ωB97M-V/def2-TZVPD) of a structure of composition CH3NO.

Geometry as ORCA input:
```
! RIJCOSX wB97M-V def2-TZVPD def2/J DEFGRID3
* xyz 1 2
C -0.167 0.336 -0.354
N 0.522 -0.060 0.751
O -0.704 1.443 -0.551
H -0.035 -0.419 -1.223
H 1.038 -0.933 0.785
H -0.654 -0.367 0.592
*
```

The HOMO energy (alpha / beta) comes out at -18.87 / -18.87 eV. Its expectation value of S² is 0.758. The calculation puts the frontier orbital gap (alpha / beta) at 11.9 / 8.3 eV. Its LUMO energy (alpha / beta) is -6.987 / -10.581 eV. Its total energy is -169.408623 hartree. The value obtained for the largest force on an atom is 0.0869 Eh/bohr. The value obtained for the energy above the lowest of the compared OMol25 structures with the same formula, charge and spin is 2.327 eV.

Mulliken charges in e: C 0.31; N -0.35; O -0.04; H 0.39; H 0.35; H 0.34


Entry 8:
The following is a DFT calculation (ωB97M-V/def2-TZVPD) of a cluster of 2 separate species, C4H11NO in total.

Geometry as ORCA input:
```
! RIJCOSX wB97M-V def2-TZVPD def2/J DEFGRID3
* xyz 0 1
C 0.574 1.324 -1.105
N -0.691 1.647 -0.377
C -0.786 0.920 0.900
C -0.202 -1.432 1.426
C -0.840 -0.560 0.659
H 0.661 2.181 -1.784
H 0.471 0.375 -1.631
H 1.401 1.292 -0.396
H -1.430 1.356 -1.010
H 0.157 1.194 1.391
H -1.620 1.295 1.495
H -0.124 -2.501 1.213
H 0.371 -1.162 2.305
H -1.426 -0.874 -0.197
H 0.454 -2.062 -1.128
H 1.834 -1.543 -0.520
O 1.197 -1.449 -1.241
*
```

Its SMILES is C=CCNC.O. The HOMO energy comes out at -8.57 eV. The calculation puts the frontier orbital gap at 9.4 eV. Its LUMO energy is 0.813 eV. Its total energy is -288.933833 hartree. The value obtained for the largest force on an atom is 0.0344 Eh/bohr. The value obtained for the energy above the lowest of the compared OMol25 structures with the same formula, charge and spin is 2.263 eV.

Mulliken charges in e: C -0.72; N -0.46; C -0.63; C -1.01; C 0.15; H 0.30; H 0.27; H 0.26; H 0.25; H 0.35; H 0.29; H 0.33; H 0.27; H 0.37; H 0.31; H 0.33; O -0.66


- The lowest total energy belongs to which entry?
  C3H3Br3S


- Which formula does entry 8 have?
  C4H11NO


- Look up the total energy of the first one.
  -287.781077 hartree